--- i ---
Below is a structure of composition C11H44O11, with properties calculated with the ωB97M-V functional and the def2-TZVPD basis.

Element x y z (Å)
1 C -1.5450 -2.7194 1.2430
2 O -1.7131 -3.6343 0.1424
3 H -1.0911 -1.7931 0.8906
4 H -2.5391 -2.4896 1.6263
5 H -0.9280 -2.9822 2.1022
6 H -2.3287 -4.2702 0.5142
7 C -1.5388 2.6220 -2.0612
8 O -1.4226 1.7602 -0.9529
9 H -2.4852 2.6018 -2.6016
10 H -1.3640 3.6755 -1.8427
11 H -0.8363 2.4081 -2.8667
12 H -1.3508 0.8885 -1.3486
13 C 0.4599 -0.0020 0.2488
14 O -0.9344 -0.0438 0.1125
15 H 0.9594 -0.8826 -0.1552
16 H 0.9144 0.8734 -0.2151
17 H 0.6875 0.0735 1.3121
18 H -1.1445 -0.0356 -0.8242
19 C 1.9632 1.7464 2.2714
20 O 2.5967 0.6333 1.6819
21 H 0.9170 1.6049 2.0002
22 H 2.0874 1.8753 3.3466
23 H 2.2374 2.6482 1.7240
24 H 2.7459 -0.0601 2.3288
25 C 3.7621 1.2577 -0.6802
26 O 2.7888 0.3448 -0.2748
27 H 3.3207 1.9566 -1.3908
28 H 4.1456 1.7609 0.2073
29 H 4.4998 0.6145 -1.1600
30 H 2.5637 0.7334 0.5737
31 C -2.0772 0.1392 -2.5646
32 O -0.8687 -0.0565 -1.9173
33 H -2.9175 0.4584 -1.9480
34 H -1.9007 0.8113 -3.4044
35 H -2.3525 -0.8276 -2.9861
36 H -0.2522 -0.4504 -2.5390
37 C -2.9584 0.1228 1.9284
38 O -4.2819 0.1298 1.3989
39 H -3.0694 -0.3792 2.8896
40 H -2.2349 -0.3723 1.2808
41 H -2.5277 1.0754 2.2366
42 H -4.4239 -0.5832 0.7719
43 C 2.5989 -1.9230 -1.4540
44 O 2.4101 -0.6366 -1.8754
45 H 3.5014 -1.8273 -0.8504
46 H 1.7639 -2.3900 -0.9317
47 H 2.9182 -2.4861 -2.3309
48 H 2.7316 0.0224 -1.2558
49 C 1.4604 2.6666 -0.4430
50 O 2.2515 3.3760 -1.4187
51 H 1.8508 2.7591 0.5705
52 H 0.4527 3.0391 -0.6273
53 H 1.6434 1.6206 -0.6890
54 H 2.9232 3.8475 -0.9207
55 C -3.2394 -1.8783 -1.0437
56 O -2.9642 -0.9458 -0.0388
57 H -3.9254 -2.6557 -0.7073
58 H -3.7827 -1.5323 -1.9230
59 H -2.3730 -2.3486 -1.5088
60 H -2.0817 -0.5704 -0.0815
61 C 0.8701 -1.4859 2.4659
62 O 1.0459 -2.1797 3.6719
63 H 1.1700 -0.4576 2.6679
64 H 1.3940 -1.9068 1.6077
65 H -0.1562 -1.3070 2.1455
66 H 1.9735 -2.0340 3.8716

- molecular weight (Da) = 352.46
- HOMO level (hartree) = -0.3095
- net charge = 0
- LUMO (eV) = -0.1

***

--- ii ---
Below is a cluster of 11 separate species, C11H44O11 in total, with properties calculated with the ωB97M-V functional and the def2-TZVPD basis.

Element x y z (Å)
1 C -1.5426 -2.2545 2.8978
2 O -2.3894 -2.5194 3.9567
3 H -1.5554 -3.1156 2.2297
4 H -1.8415 -1.3360 2.3926
5 H -0.5728 -2.0710 3.3602
6 H -1.9127 -2.5303 4.7900
7 C -3.4080 -3.3078 -0.8662
8 O -3.3049 -3.7918 -2.1648
9 H -4.3142 -2.7093 -0.7719
10 H -3.5873 -4.2211 -0.2989
11 H -2.5281 -2.7386 -0.5663
12 H -4.2057 -3.9084 -2.4756
13 C 0.6718 2.5833 -4.1739
14 O 1.5594 1.6840 -4.6919
15 H 0.6191 3.6524 -4.3797
16 H -0.3593 2.3149 -4.4038
17 H 0.8211 2.6725 -3.0978
18 H 1.5210 1.8209 -5.6413
19 C 3.4370 -0.1712 2.8050
20 O 4.4360 0.1895 1.9006
21 H 3.6364 -1.0544 3.4120
22 H 3.3673 0.6195 3.5520
23 H 2.4095 -0.2200 2.4444
24 H 4.2995 1.1272 1.7465
25 C -3.8990 -0.0637 -2.9498
26 O -2.5909 0.3591 -2.7755
27 H -3.9852 -0.1494 -4.0330
28 H -4.2001 -1.0289 -2.5426
29 H -4.5751 0.7047 -2.5751
30 H -2.2915 0.3444 -1.8635
31 C 1.5484 4.3510 -0.9906
32 O 1.8753 3.0467 -0.4994
33 H 0.7898 4.4737 -1.7636
34 H 1.2588 5.1084 -0.2623
35 H 2.4652 4.6599 -1.4928
36 H 2.2123 2.5335 -1.2374
37 C -0.7006 0.4986 5.2511
38 O 0.0257 0.4249 4.0497
39 H -0.0881 0.2640 6.1216
40 H -0.9696 1.5492 5.3613
41 H -1.6207 -0.0829 5.3086
42 H -0.5094 0.9978 3.4955
43 C -0.8783 2.5910 1.3739
44 O -1.5133 2.2523 2.5809
45 H 0.1083 2.1355 1.4586
46 H -1.4964 2.2760 0.5332
47 H -0.7051 3.6620 1.2691
48 H -2.4490 2.4621 2.5365
49 C 3.3292 -0.0799 -1.6576
50 O 2.4092 0.8338 -2.2453
51 H 4.2716 0.1014 -2.1746
52 H 3.4690 0.1276 -0.5967
53 H 3.0526 -1.1260 -1.7887
54 H 2.4059 0.9626 -3.1966
55 C 1.0967 -4.0191 -0.7450
56 O 1.7861 -4.2808 -1.9472
57 H 0.4691 -3.1307 -0.8155
58 H 0.4049 -4.7748 -0.3729
59 H 1.8937 -3.8146 -0.0302
60 H 1.1217 -4.2923 -2.6401
61 C 0.1856 -0.3316 0.2282
62 O -0.2107 0.3059 -0.9488
63 H 1.2322 -0.1528 0.4745
64 H -0.4338 0.0942 1.0176
65 H -0.0831 -1.3868 0.2790
66 H 0.5326 0.8792 -1.1498

- SMILES string = CO.CO.CO.CO.CO.CO.CO.CO.CO.CO.CO
- molecular weight (Da) = 352.46
- HOMO level (hartree) = -0.3593
- net charge = 0
- LUMO (eV) = 0.5

***

Most stable one: ii, least stable one: i.

***

--- i ---
Below is a cluster of 2 separate species, C5H7N2O in total, with properties calculated with the ωB97M-V functional and the def2-TZVPD basis.

Element x y z (Å)
1 C 0.0303 3.4027 2.9637
2 C 0.1092 2.1581 2.5992
3 C 0.0328 0.2057 -0.6800
4 C 0.0951 1.3968 -0.1110
5 C 0.0007 -2.2180 -0.8578
6 N -0.0380 -0.9914 -0.1103
7 N -0.0418 4.2819 3.7923
8 O 0.1310 1.2111 1.8818
9 H 0.0468 0.2270 -1.7759
10 H 0.1050 2.4374 -0.3121
11 H 0.8729 -2.2376 -1.5136
12 H -0.8989 -2.3347 -1.4657
13 H 0.0721 -3.0616 -0.1797
14 H -0.0818 -1.0375 0.8976
15 H -0.1410 5.2788 3.6374

- molecular weight (Da) = 111.12
- HOMO level (hartree) = -0.4818
- net charge = +1
- LUMO (eV) = -6.0

***

--- ii ---
Below is the ion C5H7N2O with charge +1, with properties calculated with the ωB97M-V functional and the def2-TZVPD basis.

Element x y z (Å)
1 C -1.3470 1.6553 -0.2159
2 C -2.2076 0.6549 -0.2299
3 C -3.4443 0.0639 -0.1088
4 C 0.3692 -0.0842 -0.3036
5 C 1.5797 -0.8365 -0.1328
6 N 0.1517 1.2950 -0.1374
7 N -0.7118 -0.6644 -0.1470
8 O -3.6873 -1.0916 0.0643
9 H -1.5837 2.8480 -0.4737
10 H -4.2499 0.8938 -0.0411
11 H 0.9615 1.9235 0.4813
12 H 2.2010 -0.8244 -1.0532
13 H 1.3969 -1.9415 0.0511
14 H 2.0676 -0.2015 0.7326
15 H -0.8771 -1.6053 -0.4048

- molecular weight (Da) = 111.12
- HOMO level (hartree) = -0.5437
- net charge = +1
- LUMO (eV) = -5.1

***

Most stable one: ii, least stable one: i.

***

--- i ---
Below is an isolated molecule of C6H8N4, with properties calculated with the ωB97M-V functional and the def2-TZVPD basis.

Element x y z (Å)
1 H -3.9771 -1.0550 -0.1618
2 N -3.6897 -0.1694 0.1111
3 C -2.4052 -0.2110 0.0233
4 C -1.6441 0.9390 0.2646
5 N -0.3958 1.0598 -0.0830
6 C 0.2983 2.1124 -0.1045
7 C 1.7188 1.8682 0.0039
8 N 2.1931 0.6910 0.0398
9 N 1.6275 -0.3407 0.4064
10 C 1.9231 -1.5015 -0.2352
11 C 1.3587 -2.6078 0.2151
12 H -1.8828 -1.1525 -0.3397
13 H -2.1669 1.8320 0.6749
14 H -0.0439 3.0981 -0.3072
15 H 2.3353 2.7058 -0.1855
16 H 2.4736 -1.2321 -1.2082
17 H 1.3662 -3.5367 -0.2591
18 H 0.9109 -2.4997 1.1451

- SMILES string = [H]/N=C/C=N/C=C\N=N\C=C
- molecular weight (Da) = 136.16
- HOMO level (alpha / beta) (hartree) = -0.2820 / -0.2816
- net charge = 0
- LUMO (alpha / beta) (eV) = -1.1 / -0.8

***

--- ii ---
Below is an isolated molecule of C6H8N4, with properties calculated with the ωB97M-V functional and the def2-TZVPD basis.

Element x y z (Å)
1 C 0.3601 1.9996 0.0096
2 C -1.7374 -1.1920 0.6143
3 C -0.8099 1.3696 -0.1175
4 C -2.5875 -0.2939 -0.2011
5 C 0.2649 -0.6988 -0.3104
6 C 2.7861 -0.5107 0.1817
7 N 1.4841 1.3449 -0.1759
8 N -0.4419 -1.2010 0.6946
9 N -1.9763 1.0433 -0.3072
10 N 1.4440 0.0814 -0.1067
11 H 0.4584 3.0938 -0.1326
12 H -2.1644 -1.7102 1.4118
13 H -2.9106 -0.7131 -1.1242
14 H -3.5179 -0.2580 0.3470
15 H 0.0822 -0.5057 -1.3798
16 H 2.8189 -0.5810 1.2746
17 H 2.8661 -1.4189 -0.3422
18 H 3.5811 0.1506 -0.3360

- molecular weight (Da) = 136.16
- HOMO level (alpha / beta) (hartree) = -0.2555 / -0.2556
- net charge = 0
- LUMO (alpha / beta) (eV) = 0.2 / 0.2

***

Most stable one: i, least stable one: ii.

***

--- i ---
Below is a cluster of 2 separate species, C2H7ClN2O in total, with properties calculated with the ωB97M-V functional and the def2-TZVPD basis.

Element x y z (Å)
1 C 0.0374 -0.2766 1.5626
2 C 0.0934 0.1944 -1.9639
3 N -1.0564 -0.9419 0.9232
4 N 0.3042 -1.8179 -1.0329
5 O 0.9481 -0.6781 -1.2831
6 Cl 1.2962 -2.8889 -0.1812
7 H 0.7837 -0.1220 0.7024
8 H -0.4439 0.7060 1.6686
9 H 0.5469 -0.8042 2.4686
10 H -0.0838 -0.2188 -3.0186
11 H 0.4881 1.3859 -1.9577
12 H -0.9645 0.0193 -1.5587
13 H -1.0381 -1.9097 1.1777

- molecular weight (Da) = 110.54
- HOMO level (alpha / beta) (hartree) = -0.3453 / -0.3296
- net charge = 0
- LUMO (alpha / beta) (eV) = -0.1 / 0.2

***

--- ii ---
Below is a cluster of 2 separate species, C2H7ClN2O in total, with properties calculated with the ωB97M-V functional and the def2-TZVPD basis.

Element x y z (Å)
1 C -1.6161 0.6424 -1.4519
2 C 1.4286 -0.3657 1.8757
3 N -1.1660 -0.5525 -0.8005
4 N 0.6357 -0.0484 -0.2405
5 O 1.2117 -0.9135 0.6233
6 Cl 1.5201 -0.1663 -1.6709
7 H -1.6161 1.6666 -0.9167
8 H -0.9908 0.8496 -2.2995
9 H -2.5957 0.5592 -1.9976
10 H 2.4975 -0.4969 2.2088
11 H 1.0519 -1.1462 2.6653
12 H 1.1294 0.7462 1.8911
13 H -1.4901 -0.7745 0.1135

- molecular weight (Da) = 110.54
- HOMO level (hartree) = -0.3253
- net charge = 0
- LUMO (eV) = 0.2

***

Most stable one: ii, least stable one: i.